Entry from the Open Molecules 2025 dataset: a molecular structure, C44H68N2O2ReS3Sb2 (wB97M-V/def2-TZVPD).

The geometry in XYZ format:
```
122
Properties=species:S:1:pos:R:3:forces:R:3
Re -0.5200 -0.4290 -0.4960 -0.336 0.279 -0.436
S -2.7830 2.6671 2.0904 -0.028 -0.635 0.000
Sb -2.5826 0.4128 2.4218 -0.160 0.682 -0.080
S 0.1402 0.1721 1.9342 0.051 -0.230 -0.211
S -2.8363 -0.2893 0.1621 -0.345 -0.166 0.114
C -4.9355 -3.0346 0.0344 -0.005 -0.035 -0.035
C -3.6344 -3.7826 -0.3135 0.072 0.249 0.066
C -3.2878 -3.4758 -1.7720 0.054 -0.082 0.148
C -2.5583 -3.6616 0.7992 -0.013 0.009 -0.177
C -2.9881 -4.2104 2.0125 -0.036 -0.064 0.000
C -2.1694 -4.3248 3.1148 -0.002 -0.020 0.025
C -0.8347 -3.9714 3.0055 -0.087 -0.017 0.142
C -0.3335 -3.4438 1.8259 0.066 0.065 -0.182
C 1.1777 -3.3301 1.6720 -0.098 -0.242 0.082
C 1.9062 -3.0896 2.9947 0.007 0.032 -0.038
C 1.7203 -4.6268 1.0434 0.009 0.066 -0.049
C -1.2235 -3.2089 0.7539 -0.135 -0.166 -0.023
N -0.7026 -2.5359 -0.4384 0.091 0.243 0.446
C -0.3717 -3.2947 -1.4169 -0.016 -0.298 -0.006
C -0.0515 -2.9150 -2.7571 0.233 -0.037 -0.073
C 0.4482 -3.9465 -3.5814 -0.031 -0.107 0.241
C 0.6258 -3.7791 -4.9254 0.013 0.065 -0.183
C 0.2200 -2.5649 -5.4945 -0.006 -0.057 -0.033
C -0.2795 -1.5459 -4.7205 0.023 0.151 0.016
C -0.3675 -1.6548 -3.3139 -0.161 0.176 -0.102
N -0.7813 -0.5883 -2.5434 0.171 -0.118 0.565
C -1.0672 0.6632 -3.2125 -0.070 -0.157 -0.120
C -0.0175 1.4800 -3.6724 0.095 0.006 0.086
C -0.3372 2.7168 -4.2249 0.020 0.094 -0.060
C -1.6530 3.1368 -4.3420 0.020 -0.021 -0.033
C -2.6781 2.2964 -3.9389 -0.030 0.106 -0.018
C -2.4098 1.0470 -3.3864 -0.040 -0.078 -0.005
C -3.5572 0.1014 -3.0928 -0.099 0.151 -0.214
C -4.7859 0.7983 -2.5086 -0.042 0.044 -0.058
C -3.9273 -0.6611 -4.3733 0.038 -0.035 0.016
C 1.4484 1.0756 -3.6021 -0.023 0.197 0.005
C 2.2254 1.9974 -2.6549 0.021 0.020 -0.114
C 2.0993 1.0720 -4.9881 0.000 -0.025 -0.058
H -5.7588 -3.4476 -0.5560 0.079 0.012 0.051
H -4.8437 -1.9779 -0.2085 -0.015 0.000 0.029
H -5.2043 -3.1170 1.0880 0.017 0.006 -0.053
H -3.8826 -4.8448 -0.2869 0.009 -0.134 0.054
H -2.9399 -2.4537 -1.8973 0.045 0.019 -0.025
H -4.1927 -3.5943 -2.3712 0.010 0.005 0.020
H -2.5437 -4.1576 -2.1859 -0.025 0.016 0.005
H -4.0018 -4.5922 2.0703 0.055 0.061 0.012
H -2.5533 -4.7429 4.0400 0.042 0.039 -0.104
H -0.1699 -4.1452 3.8435 -0.084 0.019 -0.094
H 1.4057 -2.5143 0.9967 0.060 0.297 -0.156
H 1.8699 -3.9784 3.6314 0.021 0.113 -0.041
H 1.4762 -2.2488 3.5451 0.036 -0.055 -0.040
H 2.9604 -2.8821 2.8006 -0.032 0.011 0.009
H 1.4623 -5.4811 1.6748 0.024 0.033 -0.046
H 2.8106 -4.5821 0.9531 -0.120 0.000 0.004
H 1.3075 -4.8086 0.0474 0.053 0.008 0.115
H -0.4176 -4.3646 -1.2349 -0.016 -0.079 -0.013
H 0.6876 -4.9013 -3.1183 -0.049 0.121 -0.036
H 1.0340 -4.5735 -5.5369 -0.050 0.054 0.026
H 0.2894 -2.4261 -6.5678 -0.010 0.011 0.061
H -0.6068 -0.6276 -5.1894 0.054 -0.028 -0.015
H 0.4621 3.3610 -4.5821 -0.102 -0.076 0.069
H -1.8791 4.1063 -4.7733 0.021 -0.085 0.050
H -3.7100 2.6085 -4.0677 0.134 -0.035 0.023
H -3.2099 -0.6271 -2.3754 0.082 -0.082 0.186
H -5.3236 1.3693 -3.2731 0.040 -0.054 0.086
H -4.5200 1.4720 -1.6922 -0.007 -0.037 -0.017
H -5.4787 0.0518 -2.1121 0.030 0.039 -0.043
H -4.2249 0.0347 -5.1631 0.004 -0.044 0.036
H -4.7647 -1.3374 -4.1807 0.056 0.042 -0.015
H -3.0865 -1.2567 -4.7416 -0.078 0.044 0.016
H 1.5135 0.0651 -3.2115 -0.033 -0.121 0.005
H 2.2391 3.0243 -3.0351 0.005 -0.100 0.045
H 3.2606 1.6567 -2.5502 -0.103 0.041 -0.023
H 1.7613 2.0087 -1.6687 -0.025 0.064 0.102
H 2.1238 2.0776 -5.4170 0.008 -0.082 0.022
H 1.5633 0.4188 -5.6811 0.051 0.069 0.055
H 3.1300 0.7138 -4.9148 -0.079 0.038 -0.012
O -0.8169 1.8111 -0.5622 -0.167 -0.115 0.460
H -1.5578 1.9969 0.0965 0.422 0.015 -0.445
H -1.1748 2.0338 -1.4394 -0.055 0.050 0.002
O 2.5244 -0.6183 -0.8945 0.789 -0.219 -0.081
C 1.3931 -0.5400 -0.7822 -0.266 0.310 -0.034
C 2.4274 4.9087 2.6320 0.046 0.193 -0.079
C 1.2226 4.2285 1.9937 0.028 -0.720 0.086
C 1.2562 4.3422 0.4803 0.011 0.267 -0.036
C -0.0851 4.7069 2.5875 0.088 0.347 -0.026
Sb 1.4779 2.0729 2.5933 0.048 -0.011 0.242
C 3.5807 1.5078 2.2159 -0.449 0.093 -0.036
C 3.6538 -0.0135 2.2338 0.307 -0.001 -0.009
C 4.4367 2.1138 3.3264 0.185 -0.038 -0.018
C 3.9780 2.0673 0.8485 0.164 -0.106 0.130
C 1.1096 1.8697 4.7536 0.097 0.113 -0.335
C -0.4002 1.8813 4.9817 0.051 0.051 0.207
C 1.7716 3.0465 5.4728 -0.059 -0.039 0.184
C 1.7029 0.5318 5.1965 -0.052 0.078 0.182
H 2.3511 5.9770 2.3981 0.015 -0.032 0.018
H 3.3760 4.5557 2.2219 -0.138 0.118 0.017
H 2.4512 4.8147 3.7182 0.002 0.048 -0.133
H 0.9684 5.3690 0.2170 0.080 -0.096 0.016
H 0.5527 3.6723 -0.0002 -0.141 -0.094 -0.084
H 2.2536 4.1608 0.0766 -0.113 0.002 -0.008
H -0.2302 5.7499 2.2782 0.023 -0.049 0.054
H -0.0719 4.6859 3.6778 -0.019 0.019 -0.010
H -0.9429 4.1352 2.2429 0.059 0.028 -0.034
H 3.4294 -0.4264 3.2184 0.014 0.030 -0.058
H 4.6765 -0.3165 1.9637 -0.146 0.043 0.066
H 2.9778 -0.4619 1.5111 -0.011 -0.060 -0.014
H 4.2069 1.6961 4.3092 0.049 0.045 -0.152
H 4.3575 3.2015 3.3797 0.059 -0.149 0.025
H 5.4856 1.8752 3.1103 -0.073 0.009 0.020
H 3.3780 1.6482 0.0413 -0.025 0.007 -0.009
H 5.0233 1.7922 0.6589 -0.088 0.013 -0.007
H 3.9160 3.1562 0.8067 0.056 -0.131 0.002
H -0.9207 2.7016 4.4833 0.042 -0.050 0.047
H -0.5802 1.9689 6.0620 0.009 -0.031 -0.132
H -0.8494 0.9441 4.6550 -0.014 -0.039 0.003
H 1.2883 3.9962 5.2281 0.033 -0.132 0.088
H 2.8406 3.1302 5.2624 -0.126 -0.006 0.058
H 1.6612 2.8965 6.5549 -0.001 0.005 -0.125
H 1.3788 -0.2920 4.5590 -0.040 0.023 0.025
H 1.3460 0.3178 6.2117 0.066 0.035 -0.069
H 2.7938 0.5464 5.2263 -0.090 -0.017 0.013
```
Forces are in eV/Å.

**Energy above the lowest of the compared OMol25 structures with the same formula, charge and spin**: 0.0000 eV
**Multiplicity**: 3
**Electronic energy**: -3730.6355 Eh
**HOMO level (alpha / beta)**: -9.789 / -9.804 eV
**F_max**: 0.8 eV/A
**LUMO energy (alpha / beta)**: -3.16 / -4.05 eV
**Total charge**: +1
**Orbital gap (alpha / beta)**: 6.63 / 5.76 eV